#A
The following is a quantum chemistry calculation of a structure of composition C30H34N7O3PS2Ta, from the Open Molecules 2025 dataset.

**Total charge**: +3
**HOMO-LUMO gap**: 5.6 eV
**M**: 816.7 g/mol
**HOMO level**: -15.5290 eV

Each line ends with the Löwdin charge.
Positions of all 78 atoms, in Å:
Ta1 0.07 -0.22 -0.36  1.866
O1 2.06 1.26 -3.68  0.172
C1 1.38 1.15 -2.70  -0.447
N1 1.52 0.15 -1.73  -0.171
C2 2.84 -0.45 -1.63  -0.121
C3 3.11 -0.61 -0.17  -0.257
C4 4.38 -0.77 0.36  0.031
C5 4.53 -0.93 1.73  0.025
C6 3.39 -0.92 2.54  0.002
C7 2.16 -0.74 1.95  -0.096
N2 2.01 -0.58 0.62  -0.085
C8 0.35 2.15 -2.28  -0.168
C9 0.15 3.33 -2.95  0.063
C10 -0.69 4.28 -2.37  0.032
C11 -1.27 4.00 -1.15  0.009
C12 -1.04 2.78 -0.54  -0.084
N3 -0.25 1.85 -1.10  -0.031
H1 3.58 0.18 -2.12  0.150
H2 2.90 -1.42 -2.14  0.130
H3 5.24 -0.76 -0.30  0.146
H4 5.51 -1.04 2.16  0.140
H5 3.46 -1.03 3.61  0.135
H6 1.26 -0.70 2.56  0.120
H7 0.68 3.50 -3.88  0.147
H8 -0.85 5.23 -2.86  0.140
H9 -1.90 4.73 -0.65  0.134
H10 -1.48 2.54 0.42  0.118
O2 -3.12 0.30 4.35  0.107
C13 -2.11 1.18 4.40  -0.239
C14 -2.04 1.99 5.54  0.027
C15 -1.03 2.91 5.66  -0.015
C16 -0.06 3.07 4.66  -0.053
C17 -0.11 2.28 3.54  -0.028
C18 -1.14 1.32 3.39  -0.095
C19 -1.18 0.51 2.20  -0.360
O3 -0.21 0.70 1.28  -0.266
N4 -2.06 -0.39 1.92  0.000
N5 -1.84 -1.00 0.68  -0.224
C20 -2.86 -1.82 0.43  -0.914
S1 -3.03 -2.75 -1.01  1.013
C21 -4.74 -3.28 -0.70  -0.431
C22 -4.91 -3.42 0.79  -0.447
S2 -4.12 -2.00 1.59  1.082
H11 -3.07 -0.24 3.54  0.047
H12 -2.79 1.86 6.30  0.139
H13 -0.99 3.53 6.55  0.128
H14 0.73 3.80 4.78  0.118
H15 0.63 2.39 2.77  0.114
H16 -4.89 -4.22 -1.22  0.103
H17 -5.40 -2.52 -1.12  0.096
H18 -4.46 -4.33 1.18  0.097
H19 -5.97 -3.40 1.08  0.105
C23 0.15 -4.05 -1.86  -0.246
P1 0.55 -3.02 -0.42  0.795
C24 2.27 -3.54 -0.14  -0.222
C25 -0.24 -3.79 1.03  -0.233
H20 0.21 -5.10 -1.56  0.076
H21 0.91 -3.88 -2.63  0.064
H22 -0.83 -3.86 -2.28  0.003
H23 2.26 -4.63 -0.09  0.078
H24 2.65 -3.17 0.81  0.048
H25 2.93 -3.25 -0.95  0.052
H26 0.11 -4.82 1.11  0.074
H27 -1.32 -3.80 0.97  0.012
H28 0.06 -3.25 1.93  0.057
N6 -3.10 0.74 -1.37  0.185
C26 -2.46 0.08 -2.36  -0.388
C27 -3.05 0.07 -3.64  0.016
C28 -2.45 -0.60 -4.67  0.010
C29 -1.23 -1.27 -4.43  -0.012
C30 -0.69 -1.19 -3.19  -0.176
N7 -1.26 -0.52 -2.13  -0.088
H29 -3.97 1.19 -1.59  0.137
H30 -2.89 0.60 -0.40  0.069
H31 -3.99 0.58 -3.78  0.135
H32 -2.90 -0.62 -5.65  0.139
H33 -0.71 -1.80 -5.21  0.133
H34 0.26 -1.66 -2.98  0.078

***

#B
The following is a quantum chemistry calculation of a structure of composition C30H34N7O3PS2Ta, from the Open Molecules 2025 dataset.

**Total charge**: +3
**HOMO-LUMO gap**: 5.8 eV
**M**: 816.7 g/mol
**HOMO level**: -15.4801 eV

Each line ends with the Löwdin charge.
Positions of all 78 atoms, in Å:
Ta1 0.07 0.15 0.01  1.787
O1 3.90 0.14 1.59  0.172
C1 2.96 0.21 0.85  -0.472
N1 1.69 -0.30 1.13  -0.189
C2 1.62 -1.22 2.27  -0.126
C3 0.47 -2.15 2.04  -0.244
C4 0.25 -3.29 2.80  0.034
C5 -0.81 -4.11 2.49  0.017
C6 -1.64 -3.79 1.42  0.006
C7 -1.38 -2.64 0.71  -0.096
N2 -0.35 -1.82 1.02  -0.043
C8 3.02 0.82 -0.52  -0.214
C9 4.19 1.27 -1.08  0.060
C10 4.17 1.66 -2.42  0.031
C11 2.99 1.55 -3.13  0.015
C12 1.85 1.11 -2.49  -0.113
N3 1.85 0.78 -1.19  -0.074
H1 2.56 -1.77 2.35  0.145
H2 1.50 -0.69 3.21  0.143
H3 0.93 -3.53 3.61  0.142
H4 -1.00 -5.01 3.07  0.137
H5 -2.47 -4.42 1.13  0.133
H6 -1.99 -2.35 -0.14  0.116
H7 5.10 1.27 -0.49  0.148
H8 5.07 2.01 -2.90  0.141
H9 2.94 1.81 -4.18  0.136
H10 0.91 0.99 -3.02  0.123
O2 -2.85 -2.18 -4.29  0.110
C13 -3.62 -1.24 -3.72  -0.237
C14 -4.90 -1.06 -4.24  0.028
C15 -5.74 -0.12 -3.70  -0.016
C16 -5.34 0.68 -2.62  -0.053
C17 -4.09 0.51 -2.09  -0.033
C18 -3.20 -0.45 -2.63  -0.094
C19 -1.89 -0.61 -2.07  -0.349
O3 -1.54 0.19 -1.01  -0.283
N4 -0.98 -1.44 -2.44  0.031
N5 0.17 -1.36 -1.64  -0.213
C20 1.05 -2.28 -1.98  -0.885
S1 2.44 -2.63 -1.00  1.017
C21 3.21 -3.76 -2.20  -0.448
C22 2.09 -4.50 -2.90  -0.453
S2 0.80 -3.30 -3.34  1.067
H11 -1.99 -2.24 -3.85  0.060
H12 -5.20 -1.68 -5.08  0.138
H13 -6.73 0.01 -4.12  0.128
H14 -6.01 1.41 -2.21  0.117
H15 -3.76 1.12 -1.26  0.102
H16 3.86 -4.43 -1.65  0.102
H17 3.80 -3.16 -2.90  0.095
H18 1.64 -5.26 -2.27  0.096
H19 2.44 -4.96 -3.82  0.104
C23 -0.69 3.21 -1.92  -0.214
P1 -0.16 2.84 -0.22  0.787
C24 -1.50 3.58 0.75  -0.212
C25 1.32 3.85 0.03  -0.213
H20 -0.96 4.26 -1.96  0.077
H21 -1.56 2.62 -2.19  0.049
H22 0.10 3.04 -2.64  0.039
H23 -1.63 4.62 0.41  0.077
H24 -1.27 3.60 1.81  0.041
H25 -2.43 3.04 0.57  0.060
H26 1.05 4.90 -0.13  0.077
H27 2.09 3.58 -0.69  0.044
H28 1.70 3.74 1.04  0.045
N6 0.59 2.04 2.81  0.150
C26 -0.66 1.46 2.89  -0.388
C27 -1.50 1.76 3.97  0.018
C28 -2.78 1.28 4.00  0.010
C29 -3.22 0.47 2.94  -0.010
C30 -2.35 0.20 1.92  -0.120
N7 -1.07 0.68 1.87  -0.059
H29 0.88 2.54 3.64  0.134
H30 1.33 1.49 2.40  0.062
H31 -1.12 2.38 4.78  0.136
H32 -3.43 1.51 4.82  0.139
H33 -4.23 0.07 2.91  0.130
H34 -2.67 -0.40 1.08  0.095

***

The least stable of them is #A.

***

#A
The following is a quantum chemistry calculation of a structure of composition C2H4S3, from the Open Molecules 2025 dataset.

**HOMO-LUMO gap (alpha / beta)**: 7.8 / 7.8 eV
**M**: 124.3 g/mol
**HOMO level (alpha / beta)**: -8.4723 / -8.4716 eV

Each line ends with the natural charge from an NBO analysis.
Positions of all 9 atoms, in Å:
C1 1.45 -0.73 0.83  -0.759
C2 -1.49 1.19 -0.50  -0.424
S1 0.13 -0.46 -0.43  -0.089
S2 -2.33 0.56 -1.80  0.176
S3 -1.35 2.44 0.39  0.232
H1 2.44 -0.07 0.67  0.207
H2 1.86 -1.77 0.72  0.245
H3 -1.93 -0.78 -1.71  0.188
H4 1.22 -0.38 1.82  0.224

***

#B
The following is a quantum chemistry calculation of a cluster of 2 separate species, C2H4S3 in total, from the Open Molecules 2025 dataset.

**HOMO-LUMO gap**: 8.5 eV
**SMILES string**: S=C1CS1.S
**M**: 124.3 g/mol
**HOMO level**: -8.7890 eV

Each line ends with the natural charge from an NBO analysis.
Positions of all 9 atoms, in Å:
C1 2.10 -0.78 -0.40  -0.444
C2 2.71 0.53 -0.03  -0.308
S1 3.08 -0.58 1.25  0.193
S2 3.02 2.04 -0.51  0.093
S3 -2.18 0.73 1.39  -0.318
H1 1.08 -0.89 -0.12  0.232
H2 2.52 -1.49 -1.04  0.233
H3 -3.10 1.86 1.60  0.170
H4 -2.51 0.31 2.65  0.149

***

The least stable of them is #A.

***

#A
The following is a quantum chemistry calculation of the ion C4H9N4O with charge +1, from the Open Molecules 2025 dataset.

**Total charge**: +1
**HOMO-LUMO gap (alpha / beta)**: 8.2 / 8.2 eV
**SMILES string**: C/N=N/C(C)=[N+](/C)N=O
**M**: 129.1 g/mol
**HOMO level (alpha / beta)**: -14.0130 / -14.0135 eV

Each line ends with the natural charge from an NBO analysis.
Positions of all 18 atoms, in Å:
C1 -0.28 0.07 0.83  0.392
C2 -0.05 0.27 2.25  -0.675
C3 1.67 -1.61 0.45  -0.441
C4 -1.59 1.54 -1.93  -0.502
N1 -1.19 0.60 0.12  -0.134
N2 0.65 -0.73 0.00  -0.164
N3 -1.28 0.46 -1.14  0.030
N4 0.39 -0.65 -1.26  0.388
O1 0.90 -1.25 -2.20  -0.248
H1 -0.43 1.23 2.66  0.289
H2 1.12 0.25 2.26  0.244
H3 -0.38 -0.48 2.92  0.267
H4 1.44 -1.94 1.39  0.237
H5 1.74 -2.42 -0.30  0.263
H6 2.63 -1.06 0.45  0.246
H7 -0.90 2.38 -2.06  0.250
H8 -1.98 1.23 -2.95  0.256
H9 -2.46 2.11 -1.48  0.303

***

#B
The following is a quantum chemistry calculation of the ion C4H9N4O with charge +1, from the Open Molecules 2025 dataset.

**Total charge**: +1
**HOMO-LUMO gap**: 9.8 eV
**SMILES string**: CC(C)C#[N+]O/N=N/N
**M**: 129.1 g/mol
**HOMO level**: -14.7936 eV

Each line ends with the natural charge from an NBO analysis.
Positions of all 18 atoms, in Å:
C1 -0.13 0.43 -0.52  0.579
C2 -2.41 0.38 0.15  -0.573
C3 -0.60 -0.28 1.73  -0.584
C4 -1.05 -0.37 0.27  -0.361
N1 0.24 1.50 -0.86  -0.066
N2 2.38 1.11 -1.37  0.123
N3 2.12 -0.05 -1.17  0.012
N4 2.75 -1.19 -1.22  -0.550
O1 1.38 2.00 -1.38  -0.099
H1 -2.47 1.27 0.86  0.239
H2 -3.15 -0.32 0.19  0.246
H3 -2.61 0.73 -0.79  0.230
H4 0.15 0.51 1.78  0.220
H5 -0.17 -1.12 2.18  0.237
H6 -1.52 0.09 2.27  0.246
H7 -1.04 -1.44 -0.05  0.284
H8 2.36 -1.97 -0.73  0.409
H9 3.76 -1.27 -1.32  0.407

***

The least stable of them is #B.

***

#A
The following is a quantum chemistry calculation of the molecule C3H9N3, from the Open Molecules 2025 dataset.

**HOMO-LUMO gap**: 9.0 eV
**SMILES string**: C/N=C/N(C)N
**M**: 87.1 g/mol
**HOMO level**: -8.0908 eV

Each line ends with the natural charge from an NBO analysis.
Positions of all 15 atoms, in Å:
C1 -2.67 -0.02 0.04  -0.426
C2 -0.35 -0.26 -0.27  0.261
C3 2.07 -0.75 0.03  -0.410
H1 -3.27 0.15 -0.96  0.189
H2 -2.73 -1.10 0.19  0.168
H3 -3.21 0.55 0.85  0.204
H4 -0.42 -1.33 -0.33  0.134
H5 2.25 -0.65 1.16  0.172
H6 3.00 -0.47 -0.44  0.205
H7 1.69 -1.74 -0.18  0.211
H8 2.09 1.75 -0.30  0.346
H9 0.89 1.67 0.91  0.333
N1 -1.35 0.52 -0.20  -0.490
N2 0.95 0.15 -0.36  -0.274
N3 1.08 1.53 -0.13  -0.622

***

#B
The following is a quantum chemistry calculation of the molecule C3H9N3, from the Open Molecules 2025 dataset.

**HOMO-LUMO gap**: 9.4 eV
**SMILES string**: C/N=N/N(C)C
**M**: 87.1 g/mol
**HOMO level**: -8.2969 eV

Each line ends with the natural charge from an NBO analysis.
Positions of all 15 atoms, in Å:
C1 1.36 0.32 2.41  -0.437
C2 0.49 0.02 -1.67  -0.474
C3 -1.80 -0.13 -0.78  -0.408
N1 1.09 0.12 1.00  -0.303
N2 -0.11 -0.12 0.73  -0.001
N3 -0.43 -0.20 -0.53  -0.240
H1 1.68 -0.74 2.67  0.200
H2 0.50 0.63 2.92  0.190
H3 2.16 1.04 2.56  0.202
H4 0.38 0.75 -2.37  0.202
H5 1.52 0.25 -1.25  0.251
H6 0.51 -0.91 -2.33  0.200
H7 -2.16 -0.60 -1.75  0.202
H8 -2.38 -0.68 0.03  0.229
H9 -1.96 0.97 -0.89  0.186

***

The least stable of them is #B.

***

#A
The following is a quantum chemistry calculation of a cluster of 2 separate species, C3H9N3 in total, from the Open Molecules 2025 dataset.

**HOMO-LUMO gap**: 11.2 eV
**SMILES string**: [H]/N=C/N.C=NC
**M**: 87.1 g/mol
**HOMO level**: -10.0275 eV

Each line ends with the natural charge from an NBO analysis.
Positions of all 15 atoms, in Å:
C1 2.27 -4.10 0.82  -0.470
C2 4.15 -4.78 -0.33  -0.083
N1 3.42 -5.01 0.68  -0.364
H1 2.18 -3.85 1.87  0.216
H2 2.04 -3.36 0.04  0.188
H3 1.43 -4.82 0.64  0.205
H4 4.92 -5.54 -0.55  0.162
H5 3.96 -4.17 -1.21  0.145
N2 -3.96 4.91 0.74  -0.887
C3 -3.55 5.42 -0.49  0.276
N3 -2.89 4.74 -1.35  -0.641
H6 -3.00 4.83 1.14  0.377
H7 -4.30 3.97 0.91  0.395
H8 -3.74 6.48 -0.70  0.145
H9 -2.94 5.29 -2.22  0.335

***

#B
The following is a quantum chemistry calculation of the molecule C3H9N3, from the Open Molecules 2025 dataset.

**HOMO-LUMO gap**: 9.3 eV
**SMILES string**: C=C(NC)NN
**M**: 87.1 g/mol
**HOMO level**: -8.2630 eV

Each line ends with the natural charge from an NBO analysis.
Positions of all 15 atoms, in Å:
C1 2.10 0.05 0.70  -0.410
N1 -0.56 0.99 -0.41  -0.426
N2 1.20 -0.40 -0.34  -0.704
C2 -0.42 -0.33 -0.27  0.349
N3 -2.03 1.30 0.30  -0.731
C3 -1.08 -1.41 -0.65  -0.534
H1 0.06 1.57 0.16  0.385
H2 1.62 -0.90 -1.12  0.382
H3 -2.56 1.86 -0.37  0.350
H4 -2.64 0.49 0.48  0.355
H5 1.61 0.73 1.41  0.187
H6 2.98 0.58 0.33  0.192
H7 2.44 -0.79 1.32  0.176
H8 -2.16 -1.40 -0.73  0.203
H9 -0.56 -2.34 -0.83  0.226

***

The least stable of them is #B.